(1)
Density functional theory data (ωB97M-V with the def2-TZVPD basis set) for a molecular structure, C4H6CeO5 in a non-equilibrium geometry.

Structure (ORCA input):
```
! wB97M-V def2-TZVPD RIJCOSX def2/J DEFGRID3
* xyz 2 3
H -1.234 -1.977 0.303
O 0.293 -0.569 0.155
O 1.523 -2.569 1.511
C -0.510 -1.422 0.926
C 0.334 -2.426 1.655
H -1.099 -0.872 1.680
H -0.248 -3.052 2.366
O -1.277 -0.257 -1.551
C -0.403 0.272 -0.681
O 0.545 0.905 -1.529
Ce -0.617 0.660 -3.690
O -1.004 1.296 -0.021
C 0.750 2.269 -0.400
H 0.763 2.384 0.692
H 1.843 2.216 -0.501
H 0.342 3.141 -0.916
*
```

## Properties
**Gap between HOMO and LUMO (spin up / spin down)**: 3.540 / 4.017 eV
**LUMO (spin up / spin down)**: -11.585 / -11.098 eV
**Energy relative to the best compared isomer or geometry (same formula, charge and spin)**: 0.000 eV

---

(2)
Density functional theory data (ωB97M-V with the def2-TZVPD basis set) for C4H6Cl2 in the gas phase in a non-equilibrium geometry.

Structure (ORCA input):
```
! wB97M-V def2-TZVPD RIJCOSX def2/J DEFGRID3
* xyz 0 1
C 1.538 -0.124 -0.603
C 0.570 0.200 0.560
C -0.761 -0.444 0.358
C -1.911 0.151 0.101
H 1.669 -1.174 -0.750
H 1.162 0.302 -1.546
H 2.479 0.342 -0.482
H 1.028 -0.151 1.479
H 0.488 1.255 0.692
H -0.789 -1.523 0.421
Cl -3.388 -0.713 -0.146
Cl -2.085 1.880 -0.085
*
```

## Properties
**Gap between HOMO and LUMO**: 10.239 eV
**LUMO**: 0.824 eV
**Energy relative to the best compared isomer or geometry (same formula, charge and spin)**: 0.186 eV
**SMILES**: CCC=C(Cl)Cl

---

(3)
Density functional theory data (ωB97M-V with the def2-TZVPD basis set) for a gas-phase ion, C4H6Cl4NO (charge +1) in a non-equilibrium geometry.

Structure (ORCA input):
```
! wB97M-V def2-TZVPD RIJCOSX def2/J DEFGRID3
* xyz 1 3
C -0.947 -0.071 -1.421
C 1.184 0.805 -0.392
C 0.457 -1.373 0.231
C -0.816 0.672 1.151
N -0.040 0.039 -0.004
O -0.452 0.503 -2.337
Cl -2.201 -1.136 -1.350
Cl 0.404 0.759 2.439
Cl -2.165 -0.411 1.677
Cl -1.374 2.188 0.610
H 1.624 0.824 0.554
H 1.571 0.232 -1.200
H 0.841 1.764 -0.816
H 1.112 -1.429 1.076
H -0.359 -2.010 0.348
H 1.163 -1.357 -0.568
*
```

## Properties
**Gap between HOMO and LUMO (spin up / spin down)**: 8.086 / 6.327 eV
**LUMO (spin up / spin down)**: -3.457 / -9.121 eV

---

(4)
Density functional theory data (ωB97M-V with the def2-TZVPD basis set) for C4H6ClFN2S2 in the gas phase in a non-equilibrium geometry.

Structure (ORCA input):
```
! wB97M-V def2-TZVPD RIJCOSX def2/J DEFGRID3
* xyz 0 1
C 3.502 -0.034 0.102
C 1.535 -1.106 0.308
C -1.308 1.710 0.211
C 0.890 -2.003 -0.741
N 2.944 -1.142 0.360
N 1.095 0.386 0.056
F -0.475 -2.233 -0.496
S 2.506 1.312 -0.397
S -0.277 0.883 -1.012
Cl 5.165 -0.019 0.055
H 1.011 -1.267 1.214
H -2.320 1.604 0.085
H -1.181 2.891 0.319
H -1.169 1.451 1.271
H 1.402 -3.079 -0.694
H 0.774 -1.412 -1.762
*
```

## Properties
**Gap between HOMO and LUMO**: 9.061 eV
**LUMO**: 0.614 eV
**SMILES**: CSN1SC(Cl)=N[C@@H]1CF

---

(5)
Density functional theory data (ωB97M-V with the def2-TZVPD basis set) for a molecular structure, C4H6ClIO3S in a non-equilibrium geometry.

Structure (ORCA input):
```
! wB97M-V def2-TZVPD RIJCOSX def2/J DEFGRID3
* xyz 0 1
C 0.550 -0.876 -0.787
C 0.767 -2.207 -0.001
C -0.531 2.230 0.041
C 1.573 0.238 -0.669
O -0.424 -0.510 -1.377
O 1.795 2.415 0.852
O 0.430 0.542 1.740
S 0.880 1.352 0.681
Cl 1.708 1.226 -2.119
I 3.418 -0.360 0.173
H 1.097 -1.795 1.011
H -0.250 -2.583 0.007
H 1.527 -2.689 -0.666
H -1.247 2.162 0.779
H -0.286 3.248 -0.078
H -0.828 1.910 -1.060
*
```

## Properties
**Gap between HOMO and LUMO**: 9.784 eV
**LUMO**: -0.155 eV
**Energy relative to the best compared isomer or geometry (same formula, charge and spin)**: 0.364 eV

---

(6)
Density functional theory data (ωB97M-V with the def2-TZVPD basis set) for a molecular structure, C4H6ClKO7 in a non-equilibrium geometry.

Structure (ORCA input):
```
! wB97M-V def2-TZVPD RIJCOSX def2/J DEFGRID3
* xyz 0 1
K -0.918 -6.124 21.265
Cl -0.723 0.775 20.972
O 0.297 1.477 21.648
O -0.859 1.202 19.582
O -0.479 -0.637 20.962
O -1.978 1.021 21.657
C 7.391 -6.586 14.403
C 5.893 -6.689 14.651
C 5.314 -8.006 15.040
O 4.327 -7.697 16.002
C 4.523 -6.453 16.435
O 3.855 -5.866 17.278
O 5.437 -5.786 15.675
H 7.798 -7.358 13.751
H 8.029 -6.602 15.286
H 7.507 -5.558 14.058
H 5.386 -6.285 13.775
H 6.129 -8.578 15.484
H 4.940 -8.651 14.245
*
```

## Properties
**Gap between HOMO and LUMO**: 4.758 eV
**LUMO**: -2.482 eV
**Energy relative to the best compared isomer or geometry (same formula, charge and spin)**: 2.083 eV

---

(7)
Density functional theory data (ωB97M-V with the def2-TZVPD basis set) for 2 unconnected molecules or ions with the total composition C4H6ClN in a non-equilibrium geometry.

Structure (ORCA input):
```
! wB97M-V def2-TZVPD RIJCOSX def2/J DEFGRID3
* xyz 0 1
C -0.608 -0.933 1.138
C -1.577 -1.593 1.007
C 0.566 -0.125 1.324
C -0.943 1.275 -1.258
N -0.227 0.837 -2.271
Cl -2.715 1.370 -1.736
H 0.491 0.608 0.467
H 0.537 0.314 2.375
H 1.538 -0.695 1.195
H -2.404 -2.051 0.746
H -0.603 0.465 -3.121
H 0.804 0.708 -2.111
*
```

## Properties
**Gap between HOMO and LUMO**: 10.006 eV
**LUMO**: 0.722 eV
**Energy relative to the best compared isomer or geometry (same formula, charge and spin)**: 3.679 eV

---

(8)
Density functional theory data (ωB97M-V with the def2-TZVPD basis set) for a molecular structure, C4H6ClN2O2 in a non-equilibrium geometry.

Structure (ORCA input):
```
! wB97M-V def2-TZVPD RIJCOSX def2/J DEFGRID3
* xyz -1 1
C 6.636 0.829 0.785
H 8.199 -0.512 0.391
Cl 4.072 0.632 0.530
C 7.268 -0.209 -0.133
H 7.562 0.191 -1.117
C 6.503 0.303 2.185
N 6.731 -0.564 2.969
C 6.699 2.196 0.115
H 7.759 2.480 0.038
H 6.291 2.187 -0.907
H 6.295 2.944 0.813
N 6.510 -1.458 -0.383
O 6.134 -1.639 -1.530
O 6.435 -2.313 0.472
H 7.315 1.437 1.973
*
```

## Properties
**Gap between HOMO and LUMO**: 6.876 eV
**LUMO**: 3.183 eV
**Energy relative to the best compared isomer or geometry (same formula, charge and spin)**: 5.327 eV

---

(9)
Density functional theory data (ωB97M-V with the def2-TZVPD basis set) for 2 unconnected molecules or ions with the total composition C4H6ClN2O2S in a non-equilibrium geometry.

Structure (ORCA input):
```
! wB97M-V def2-TZVPD RIJCOSX def2/J DEFGRID3
* xyz 1 1
C -1.070 -0.460 -3.013
C -2.210 -0.880 -2.319
C -0.875 0.050 -0.895
C 0.974 0.387 2.048
N -2.039 -0.557 -1.048
N -0.266 0.058 -2.039
O 0.857 2.468 0.532
O -1.315 1.898 1.861
S -0.080 1.591 1.182
Cl -3.630 -1.645 -2.994
H -0.759 -0.409 -4.004
H 0.368 0.064 2.977
H 1.281 -0.359 1.204
H 1.800 0.936 2.351
H -2.484 -0.791 -0.185
H 0.653 0.485 -2.218
*
```

## Properties
**Gap between HOMO and LUMO**: 7.262 eV
**LUMO**: -6.049 eV
**Energy relative to the best compared isomer or geometry (same formula, charge and spin)**: 2.404 eV

---

(10)
Density functional theory data (ωB97M-V with the def2-TZVPD basis set) for 2 unconnected molecules or ions with the total composition C4H6ClN3O in a non-equilibrium geometry.

Structure (ORCA input):
```
! wB97M-V def2-TZVPD RIJCOSX def2/J DEFGRID3
* xyz 0 1
C 2.807 1.536 -1.524
C 1.329 -1.958 -0.060
C 2.524 2.454 -2.583
C 3.583 -2.967 0.111
N 3.111 0.719 -0.748
N 2.209 -2.683 0.286
N 3.427 -0.135 0.109
O 0.442 -1.277 -0.306
Cl 3.076 0.457 1.771
H 2.126 3.496 -2.217
H 1.766 1.908 -3.110
H 3.444 2.616 -3.230
H 4.012 -1.917 -0.051
H 3.975 -3.391 1.010
H 3.713 -3.600 -0.733
*
```

## Properties
**Gap between HOMO and LUMO**: 8.419 eV
**LUMO**: -0.021 eV
**Energy relative to the best compared isomer or geometry (same formula, charge and spin)**: 4.338 eV

---

Asked for E across the records above, the calculation gives -1006.44695 -1076.37533 -2126.26063 -1621.86364 -1537.73830 -1742.51342 -670.81341 -876.01239 -1274.01800 -855.56112 Ha in order.